Model P:
The following is a quantum chemistry calculation of one molecule with the formula C5H10, from the OMol25 dataset.

Each atom is followed by the atoms it is bonded to, with distances in Å.
CARTESIAN COORDINATES (ANGSTROEM)
1 C -0.9530 -1.1976 -1.0892  C2 1.530, H6 1.093, H7 1.106, H8 1.097
2 C -0.6539 -0.1518 -0.0132  C1 1.530, C3 1.543, C5 1.587, H9 1.083
3 C 0.1917 1.0347 -0.5218  C2 1.543, C4 1.526, H10 1.101, H11 1.097
4 C 0.7992 1.1527 0.8730  C3 1.526, C5 1.541, H12 1.097, H13 1.089
5 C 0.4272 -0.3194 1.1366  C2 1.587, C4 1.541, H14 1.106, H15 1.089
6 H -1.5865 -2.0177 -0.7405  C1 1.093
7 H -1.4422 -0.7756 -1.9864  C1 1.106
8 H 0.0018 -1.6095 -1.4392  C1 1.097
9 H -1.4589 0.0509 0.6820  C2 1.083
10 H 0.9343 0.5996 -1.2078  C3 1.101
11 H -0.2237 1.9296 -1.0003  C3 1.097
12 H 0.1752 1.8243 1.4764  C4 1.097
13 H 1.8437 1.4458 0.9658  C4 1.089
14 H 0.1160 -0.5143 2.1803  C5 1.106
15 H 1.1770 -1.0576 0.8578  C5 1.089

Results
E_HOMO = -10.3 eV
multiplicity = 1
frontier orbital gap = 11.57 eV
SMILES = CC1CCC1


Model Q:
The following is a quantum chemistry calculation of one molecule with the formula C5H10, from the OMol25 dataset.

Each atom is followed by the atoms it is bonded to, with distances in Å.
CARTESIAN COORDINATES (ANGSTROEM)
1 C 0.0071 -2.3454 0.0085  C2 1.539, H6 1.085, H7 1.121, H8 1.166
2 C -0.8329 -1.0683 0.1917  C1 1.539, C3 1.450, H9 1.156, H10 1.075
3 C -0.1769 0.0771 -0.4085  C2 1.450, C4 1.327, H11 1.079
4 C 0.3914 1.0241 0.3275  C3 1.327, C5 1.501, H12 1.055
5 C 0.5524 2.4275 -0.1789  C4 1.501, H13 1.046, H14 1.097, H15 1.153
6 H -0.3192 -3.2198 0.5626  C1 1.085
7 H 1.0168 -2.2845 0.4907  C1 1.121
8 H 0.2592 -2.4582 -1.1241  C1 1.166
9 H -0.8080 -0.8098 1.3180  C2 1.156
10 H -1.8553 -1.2531 -0.0829  C2 1.075
11 H -0.3147 0.0360 -1.4778  C3 1.079
12 H 0.7865 0.8663 1.2928  C4 1.055
13 H -0.2571 2.9946 0.1633  C5 1.046
14 H 0.5503 2.4383 -1.2757  C5 1.097
15 H 1.2954 3.0010 0.4911  C5 1.153

Results
E_HOMO = -8.7 eV
multiplicity = 1
frontier orbital gap = 9.97 eV
SMILES = C/C=C/CC


Model R:
The following is a quantum chemistry calculation of a 2-piece molecular cluster, C5H10 overall, from the OMol25 dataset.

Each atom is followed by the atoms it is bonded to, with distances in Å.
CARTESIAN COORDINATES (ANGSTROEM)
1 C -1.0793 -0.6282 0.8079  C2 1.328, C5 1.499, H6 1.090
2 C -1.7498 0.3407 0.1944  C1 1.328, H8 1.089, H9 1.086
3 C 0.9853 1.6404 -0.6074  C4 1.327, H10 1.087, H11 1.087
4 C 1.8553 0.6954 -0.2752  C3 1.327, H12 1.088, H13 1.087
5 C -0.2728 -1.6787 0.1064  C1 1.499, H7 1.095, H14 1.097, H15 1.094
6 H -1.1149 -0.6983 1.8955  C1 1.090
7 H -0.8261 -2.6235 0.1236  C5 1.095
8 H -1.7196 0.4455 -0.8892  C2 1.089
9 H -2.3379 1.0708 0.7430  C2 1.086
10 H 0.7356 1.8555 -1.6437  C3 1.087
11 H 0.4597 2.2201 0.1467  C3 1.087
12 H 2.0734 0.4682 0.7660  C4 1.088
13 H 2.3636 0.0914 -1.0224  C4 1.087
14 H 0.6912 -1.8551 0.5990  C5 1.097
15 H -0.0796 -1.4133 -0.9376  C5 1.094

Results
E_HOMO = -9.3 eV
multiplicity = 1
frontier orbital gap = 10.58 eV
SMILES = C=CC.C=C


Model S:
The following is a quantum chemistry calculation of one molecule with the formula C5H10, from the OMol25 dataset.

Each atom is followed by the atoms it is bonded to, with distances in Å.
CARTESIAN COORDINATES (ANGSTROEM)
1 C 0.9751 1.2992 -0.1754  C2 1.521, H6 1.107, H7 1.122, H8 1.115
2 C 0.5192 -0.0080 0.4542  C1 1.521, C3 1.533, C4 1.538, H9 1.097
3 C 1.0336 -1.2547 -0.2739  C2 1.533, H10 1.091, H11 1.108, H12 1.136
4 C -1.0106 -0.0886 0.5957  C2 1.538, C5 1.325, H13 1.090
5 C -1.8414 0.0481 -0.4275  C4 1.325, H14 1.098, H15 1.110
6 H 0.7496 1.3441 -1.2582  C1 1.107
7 H 2.0697 1.3822 0.0588  C1 1.122
8 H 0.4117 2.1459 0.2823  C1 1.115
9 H 0.9073 0.0035 1.4806  C2 1.097
10 H 0.6945 -2.1959 0.1606  C3 1.091
11 H 2.1398 -1.2050 -0.2402  C3 1.108
12 H 0.7046 -1.2578 -1.3615  C3 1.136
13 H -1.3361 -0.3302 1.6079  C4 1.090
14 H -2.9182 -0.1356 -0.3165  C5 1.098
15 H -1.4785 0.2723 -1.4522  C5 1.110

Results
E_HOMO = -9.6 eV
multiplicity = 1
frontier orbital gap = 10.83 eV
SMILES = C=CC(C)C


Name the most stable of them. model S.


Model P:
The following is a quantum chemistry calculation of one molecule with the formula C5H10, from the OMol25 dataset.

Each atom is followed by the atoms it is bonded to, with distances in Å.
CARTESIAN COORDINATES (ANGSTROEM)
1 C 2.0943 -0.6664 -0.2205  C2 1.569, H6 0.972, H7 0.882, H8 1.150
2 C 1.3272 0.6219 0.2417  C1 1.569, C3 1.427, H9 1.256, H10 1.064
3 C -0.0296 0.5729 -0.1967  C2 1.427, C4 1.376, H11 1.278
4 C -1.0442 -0.2393 0.2543  C3 1.376, C5 1.480, H12 1.160
5 C -2.4727 -0.1491 -0.1242  C4 1.480, H13 1.146, H14 1.301, H15 0.979
6 H 1.7084 -1.5107 0.0689  C1 0.972
7 H 2.0355 -0.6949 -1.1005  C1 0.882
8 H 3.1784 -0.7598 0.1516  C1 1.150
9 H 1.3999 0.7005 1.4934  C2 1.256
10 H 1.8832 1.4604 -0.1032  C2 1.064
11 H -0.2536 1.5462 -0.9937  C3 1.278
12 H -0.6748 -0.8198 1.1885  C4 1.160
13 H -3.0616 0.0365 0.8412  C5 1.146
14 H -2.8704 -1.3401 -0.4650  C5 1.301
15 H -2.5947 0.5412 -0.8082  C5 0.979

Results
E_HOMO = -8.7 eV
multiplicity = 1
frontier orbital gap = 9.92 eV
SMILES = C/C=C/CC


Model Q:
The following is a quantum chemistry calculation of one molecule with the formula C5H10, from the OMol25 dataset.

Each atom is followed by the atoms it is bonded to, with distances in Å.
CARTESIAN COORDINATES (ANGSTROEM)
1 C 2.0460 -0.6135 -0.1430  C2 1.443, H6 1.118, H7 0.994, H8 0.944
2 C 1.3860 0.6348 0.1548  C1 1.443, C3 1.509, H9 1.027, H10 1.169
3 C -0.1089 0.7591 -0.0130  C2 1.509, C4 1.307, H11 1.079
4 C -0.9612 -0.2052 0.2144  C3 1.307, C5 1.536, H12 1.145
5 C -2.4757 -0.0891 -0.0121  C4 1.536, H13 1.098, H14 1.001, H15 0.964
6 H 1.5523 -1.4730 0.3733  C1 1.118
7 H 3.0039 -0.5703 0.1190  C1 0.994
8 H 1.9159 -0.7249 -1.0712  C1 0.944
9 H 1.7942 1.4662 -0.2880  C2 1.027
10 H 1.5588 0.9300 1.2728  C2 1.169
11 H -0.4376 1.5886 -0.6201  C3 1.079
12 H -0.7275 -1.2689 0.5682  C4 1.145
13 H -2.7543 -0.8795 -0.7222  C5 1.098
14 H -2.7334 0.7004 -0.5704  C5 1.001
15 H -3.0585 -0.2549 0.7377  C5 0.964

Results
E_HOMO = -9.2 eV
multiplicity = 1
frontier orbital gap = 10.41 eV
SMILES = C/C=C/CC


Model R:
The following is a quantum chemistry calculation of one molecule with the formula C5H10, from the OMol25 dataset.

Each atom is followed by the atoms it is bonded to, with distances in Å.
CARTESIAN COORDINATES (ANGSTROEM)
1 C 1.9325 0.7244 0.1281  C2 1.552, H6 1.227, H7 1.206, H8 1.137
2 C 1.2814 -0.5964 0.6166  C1 1.552, C3 1.508, H9 1.128, H10 1.049
3 C -0.2222 -0.4957 0.5506  C2 1.508, C4 1.402, H11 0.923
4 C -0.9552 -0.0589 -0.5615  C3 1.402, C5 1.523, H12 1.167
5 C -2.4784 -0.0324 -0.5632  C4 1.523, H13 0.937, H14 1.136, H15 0.990
6 H 1.8977 1.0675 -1.0495  C1 1.227
7 H 1.6845 1.7747 0.6651  C1 1.206
8 H 3.0510 0.5203 0.1470  C1 1.137
9 H 1.6708 -0.9124 1.6270  C2 1.128
10 H 1.5417 -1.4799 0.1137  C2 1.049
11 H -0.5834 -0.8174 1.3367  C3 0.923
12 H -0.2751 0.3763 -1.4038  C4 1.167
13 H -2.6598 -0.6400 -1.2533  C5 0.937
14 H -2.9705 0.9913 -0.5889  C5 1.136
15 H -2.9149 -0.4213 0.2353  C5 0.990

Results
E_HOMO = -8.8 eV
multiplicity = 1
frontier orbital gap = 10.04 eV
SMILES = C/C=C/CC


Name the most stable of them. model Q.


Model P:
The following is a quantum chemistry calculation of one molecule with the formula C5H10, from the OMol25 dataset.

Each atom is followed by the atoms it is bonded to, with distances in Å.
CARTESIAN COORDINATES (ANGSTROEM)
1 C -2.3949 -0.3686 0.0696  C2 1.558, H6 1.107, H7 1.066, H8 1.168
2 C -1.1866 0.5895 -0.1523  C1 1.558, C3 1.466, H9 1.029, H10 1.070
3 C 0.1387 -0.0368 -0.1885  C2 1.466, C4 1.313, H11 1.072
4 C 1.2976 0.5531 -0.0087  C3 1.313, C5 1.558, H12 1.144
5 C 2.6161 -0.2771 0.0251  C4 1.558, H13 1.098, H14 1.095, H15 1.143
6 H -3.3357 0.2108 0.1305  C1 1.107
7 H -2.4407 -1.1020 -0.7021  C1 1.066
8 H -2.2449 -0.9065 1.0961  C1 1.168
9 H -1.3357 1.2023 -0.9660  C2 1.029
10 H -1.2510 1.1572 0.7523  C2 1.070
11 H 0.1395 -1.0701 -0.4728  C3 1.072
12 H 1.2802 1.6305 0.3753  C4 1.144
13 H 3.4875 0.3908 -0.0062  C5 1.098
14 H 2.6078 -0.9500 0.8890  C5 1.095
15 H 2.6220 -1.0228 -0.8412  C5 1.143

Results
E_HOMO = -9.2 eV
multiplicity = 1
frontier orbital gap = 10.44 eV
SMILES = C/C=C/CC


Model Q:
The following is a quantum chemistry calculation of one molecule with the formula C5H10, from the OMol25 dataset.

Each atom is followed by the atoms it is bonded to, with distances in Å.
CARTESIAN COORDINATES (ANGSTROEM)
1 C -0.8498 -0.7370 0.6587  C2 1.503, C5 1.499, H6 1.101, H7 1.107
2 C -1.3055 0.5321 -0.0061  C1 1.503, C3 1.889, H8 1.090, H9 1.119
3 C 0.3636 1.3221 -0.4043  C2 1.889, C4 1.526, H10 1.102, H11 1.090
4 C 1.3908 0.2331 -0.1061  C3 1.526, C5 1.695, H12 1.099, H13 1.099
5 C 0.4320 -1.1601 0.0076  C1 1.499, C4 1.695, H14 1.108, H15 1.107
6 H -0.8242 -0.6757 1.7576  C1 1.101
7 H -1.2535 -1.7225 0.3563  C1 1.107
8 H -1.6884 0.3887 -1.0164  C2 1.090
9 H -2.0809 1.0716 0.5941  C2 1.119
10 H 0.3439 1.5946 -1.4718  C3 1.102
11 H 0.3843 2.2121 0.2245  C3 1.090
12 H 1.9060 0.3816 0.8531  C4 1.099
13 H 2.1143 0.0034 -0.9002  C4 1.099
14 H 0.8419 -2.0506 0.5242  C5 1.108
15 H 0.1972 -1.4362 -1.0384  C5 1.107

Results
E_HOMO = -10.0 eV
multiplicity = 1
frontier orbital gap = 11.21 eV
SMILES = C1CCCC1


Name the most stable of them. model P.


Model P:
The following is a quantum chemistry calculation of a 3-piece molecular cluster, C2H8OS overall, from the OMol25 dataset.

Each atom is followed by the atoms it is bonded to, with distances in Å.
CARTESIAN COORDINATES (ANGSTROEM)
1 O -1.7173 0.2164 2.4855  H2 0.977, H3 0.962
2 H -1.2516 -0.1819 3.2461  O1 0.977
3 H -1.1146 -0.0899 1.8010  O1 0.962
4 H 1.0050 -1.3995 5.3093  H9 0.772
5 C -0.2997 -0.4440 -1.7938  C6 1.489, S7 1.841, H8 1.295, H10 1.097
6 C 0.5728 0.7627 -1.7745  C5 1.489, S7 1.723, H11 1.118, H12 1.088
7 S 0.7970 -0.1671 -0.3415  C5 1.841, C6 1.723
8 H 0.1823 -1.5509 -2.2634  C5 1.295
9 H 0.7705 -0.6686 5.2231  H4 0.772
10 H -1.2585 -0.3326 -2.3157  C5 1.097
11 H -0.1050 1.6337 -1.5988  C6 1.118
12 H 1.3271 0.9056 -2.5448  C6 1.088

Results
E_HOMO = -9.1 eV
multiplicity = 1
frontier orbital gap = 9.74 eV
SMILES = [H][H].C1CS1.O


Model Q:
The following is a quantum chemistry calculation of a 2-piece molecular cluster, C2H8OS overall, from the OMol25 dataset.

Each atom is followed by the atoms it is bonded to, with distances in Å.
CARTESIAN COORDINATES (ANGSTROEM)
1 S 1.7314 -2.3115 -1.1806  C3 1.863, H4 1.350
2 C 0.3597 -0.0317 -0.5529  C3 1.529, H5 1.103, H6 1.103, H7 1.103
3 C 1.6246 -0.4555 -1.3003  S1 1.863, C2 1.529, H8 1.107, H9 1.107
4 H 2.0429 -2.4207 -2.4896  S1 1.350
5 H -0.6024 -0.4281 -0.9186  C2 1.103
6 H 0.3216 1.0702 -0.5857  C2 1.103
7 H 0.4949 -0.3479 0.4951  C2 1.103
8 H 1.7474 -0.1342 -2.3525  C3 1.107
9 H 2.4845 -0.0612 -0.7254  C3 1.107
10 O -3.2846 1.9516 2.9080  H11 0.984, H12 0.984
11 H -4.0358 2.0768 3.5311  O10 0.984
12 H -2.8843 1.0922 3.1715  O10 0.984

Results
E_HOMO = -9.0 eV
multiplicity = 1
frontier orbital gap = 9.82 eV
SMILES = CCS.O


Name the most stable of them. model Q.


Model P:
The following is a quantum chemistry calculation of one molecule with the formula C2H2F2, from the OMol25 dataset.

Each atom is followed by the atoms it is bonded to, with distances in Å.
CARTESIAN COORDINATES (ANGSTROEM)
1 C -0.1247 -0.3934 -0.3483  C2 1.298, F5 1.402, F6 1.334
2 C 0.1075 0.6452 0.3943  C1 1.298, H3 1.057, H4 1.054
3 H -0.7040 0.7561 1.0620  C2 1.057
4 H 1.0529 1.0767 0.5674  C2 1.054
5 F 0.7727 -0.7867 -1.3506  C1 1.402
6 F -1.1045 -1.2979 -0.3248  C1 1.334

Results
E_HOMO = -10.5 eV
multiplicity = 1
frontier orbital gap = 11.48 eV
SMILES = C=C(F)F


Model Q:
The following is a quantum chemistry calculation of one molecule with the formula C2H2F2, from the OMol25 dataset.

Each atom is followed by the atoms it is bonded to, with distances in Å.
CARTESIAN COORDINATES (ANGSTROEM)
1 C -0.5365 -0.3216 -0.1822  C2 1.248, H3 1.078, F5 1.326
2 C 0.4816 0.1375 0.3756  C1 1.248, H4 1.081, F6 1.345
3 H -1.1794 -0.8922 0.4683  C1 1.078
4 H 0.9232 0.3290 1.3434  C2 1.081
5 F -0.8627 -0.0546 -1.4389  C1 1.326
6 F 1.1740 0.8020 -0.5662  C2 1.345

Results
E_HOMO = -10.2 eV
multiplicity = 1
frontier orbital gap = 11.20 eV
SMILES = F/C=C\F


Model R:
The following is a quantum chemistry calculation of a 2-piece molecular cluster, C2H2F2 overall, from the OMol25 dataset.

Each atom is followed by the atoms it is bonded to, with distances in Å.
CARTESIAN COORDINATES (ANGSTROEM)
1 C -1.6426 1.1627 0.3595  H5 1.070, H6 1.052
2 C 1.2156 -0.4753 -0.4050  F3 1.333, F4 1.287
3 F 0.9917 -1.5200 -1.2015  C2 1.333
4 F 1.6188 -0.9848 0.7061  C2 1.287
5 H -1.0455 0.6776 1.1037  C1 1.070
6 H -1.1380 1.1398 -0.5629  C1 1.052

Results
E_HOMO (spin up / spin down) = -9.7 / -9.7 eV
multiplicity = 1
frontier orbital gap (spin up / spin down) = 8.81 / 8.88 eV


Name the most stable of them. model P.


Model P:
The following is a quantum chemistry calculation of a 4-piece molecular cluster, CH9O3S overall, from the OMol25 dataset.

Each atom is followed by the atoms it is bonded to, with distances in Å.
CARTESIAN COORDINATES (ANGSTROEM)
1 C -0.0654 1.7011 1.1484  S2 1.785, H3 1.099, H4 1.082, H5 1.088
2 S 0.0605 -0.0024 0.6284  C1 1.785
3 H -0.9342 2.2217 0.7215  C1 1.099
4 H -0.2256 1.8401 2.2091  C1 1.082
5 H 0.8706 2.2178 0.9478  C1 1.088
6 H -1.6694 1.0254 -1.5538  O8 0.964
7 H -1.4180 -0.4266 -1.7983  O8 0.965
8 O -1.6970 0.3721 -2.2616  H6 0.964, H7 0.965
9 H 0.9182 -1.5262 3.3649  O11 0.964
10 H 1.0860 -2.0686 1.9943  O11 0.971
11 O 1.1393 -2.3534 2.9215  H9 0.964, H10 0.971
12 H 0.7159 -1.6723 -2.4208  O14 0.965
13 H 0.5164 -0.2484 -2.7186  O14 0.971
14 O 0.7027 -1.0803 -3.1826  H12 0.965, H13 0.971

Results
charge = -1
E_HOMO = -3.1 eV
multiplicity = 1
frontier orbital gap = 7.06 eV


Model Q:
The following is a quantum chemistry calculation of a 4-piece molecular cluster, CH9O3S overall, from the OMol25 dataset.

Each atom is followed by the atoms it is bonded to, with distances in Å.
CARTESIAN COORDINATES (ANGSTROEM)
1 C 0.7463 1.7589 0.1695  S2 1.869, H3 1.088, H4 1.112, H5 1.036
2 S 1.7077 0.3410 -0.5786  C1 1.869
3 H -0.0787 2.0992 -0.4533  C1 1.088
4 H 0.3281 1.3740 1.1253  C1 1.112
5 H 1.4327 2.5005 0.3990  C1 1.036
6 H 0.8364 -1.4184 2.4519  O8 0.950
7 H 0.8689 -0.9572 0.9459  O8 1.048
8 O 0.4137 -1.6143 1.6235  H6 0.950, H7 1.048
9 H -0.1648 -1.0776 -1.9747  O11 0.929
10 H -0.1064 0.3559 -1.9119  O11 0.955
11 O -0.6837 -0.3442 -2.2105  H9 0.929, H10 0.955
12 H -1.5955 -0.6410 -0.4723  O14 0.926
13 H -1.5243 -1.4496 0.7004  O14 0.984
14 O -2.1803 -0.9272 0.1858  H12 0.926, H13 0.984

Results
charge = -1
E_HOMO = -3.4 eV
multiplicity = 1
frontier orbital gap = 7.40 eV


Name the most stable of them. model Q.